Entry 1:
Entry from the Open Molecules 2025 dataset: a single C3H7ClFN molecule (the ωB97M-V functional and the def2-TZVPD basis).

Results
HOMO-LUMO gap (eV): 9.860
SMILES: CNC[C@@H](F)Cl
HOMO level (eV): -8.89
LUMO energy (eV): 0.97

Atoms and positions in Å:
C: -2.207 0.971 0.156
C: 0.138 1.026 -0.517
C: 0.624 -0.328 -0.421
H: -2.494 -0.131 0.228
H: -3.094 1.465 -0.070
H: -1.698 1.237 1.126
H: -1.314 0.722 -1.761
H: 0.263 1.839 0.234
H: 0.460 1.494 -1.380
H: 0.016 -0.784 -1.155
N: -1.268 1.123 -0.831
F: 2.029 -0.491 -0.633
Cl: 0.420 -1.135 1.117

---

Entry 2:
Entry from the Open Molecules 2025 dataset: a single C3H7ClN2 molecule (the ωB97M-V functional and the def2-TZVPD basis).

Results
HOMO-LUMO gap (eV): 10.027
SMILES: N/N=C/CCCl
HOMO level (eV): -8.85
LUMO energy (eV): 1.17

Atoms and positions in Å:
C: 1.220 -0.433 0.144
C: -0.099 -0.069 0.733
C: -1.122 0.783 -0.019
H: 4.058 0.574 -0.289
H: 3.477 -0.987 -0.163
H: 1.408 -1.480 -0.160
H: -0.512 -1.076 0.874
H: 0.054 0.288 1.758
H: -1.303 1.726 0.491
H: -0.881 0.957 -1.087
N: 3.274 -0.075 -0.401
N: 2.118 0.389 0.022
Cl: -2.591 -0.228 -0.230

---

Entry 3:
Entry from the Open Molecules 2025 dataset: a single C3H7ClN2O molecule (the ωB97M-V functional and the def2-TZVPD basis).

Results
HOMO-LUMO gap (eV): 9.890
SMILES: CO/C(CCl)=N\N
HOMO level (eV): -9.02
LUMO energy (eV): 0.87

Atoms and positions in Å:
C: 0.718 -0.773 1.636
C: -0.210 0.345 -0.579
C: 1.074 1.111 -1.300
H: 1.689 -1.154 1.228
H: -0.176 -1.607 1.702
H: 0.680 -0.422 2.754
H: 1.115 0.830 -2.386
H: 1.208 2.101 -1.065
H: -1.941 -0.021 0.477
H: -3.243 -0.402 -0.891
N: -1.331 0.045 -1.248
N: -2.283 -0.596 -0.395
O: 0.169 0.322 0.792
Cl: 2.528 0.222 -0.725

---

Entry 4:
Entry from the Open Molecules 2025 dataset: a molecular structure, C3H7ClN2P2 (the ωB97M-V functional and the def2-TZVPD basis).

Results
HOMO-LUMO gap (alpha / beta) (eV): 6.991 / 4.645
Expectation value of S²: 2.006
Multiplicity: 3
HOMO level (alpha / beta) (eV): -6.24 / -8.66
LUMO energy (alpha / beta) (eV): 0.75 / -4.01

Atoms and positions in Å:
C: 1.057 2.761 -0.669
C: 0.057 -1.784 0.264
C: 0.506 -0.426 -0.230
N: -0.869 -1.456 1.306
N: -0.138 0.583 0.550
P: 0.053 2.285 0.562
P: -1.592 0.052 1.227
Cl: -2.774 -0.405 -1.304
H: 1.310 3.750 -0.753
H: 1.704 2.203 -1.286
H: -0.436 -2.352 -0.657
H: 0.862 -2.419 0.725
H: 1.511 -0.311 -0.007
H: 0.251 -0.186 -1.350
H: -1.502 -2.296 1.623

---

Entry 5:
Entry from the Open Molecules 2025 dataset: a single C3H7ClSi molecule (the ωB97M-V functional and the def2-TZVPD basis).

Results
HOMO-LUMO gap (eV): 10.904
SMILES: [SiH3][C@@H]1C[C@H]1Cl
HOMO level (eV): -9.89
LUMO energy (eV): 1.02

Atoms and positions in Å:
C: -0.948 -1.070 0.538
C: -0.609 0.379 0.590
C: -1.653 -0.068 -0.375
Si: 1.178 0.760 -0.064
Cl: -3.382 0.392 -0.118
H: -0.266 -1.845 0.214
H: -1.615 -1.391 1.281
H: -0.655 1.008 1.512
H: -1.529 -0.196 -1.387
H: 1.917 0.712 1.210
H: 1.201 2.156 -0.712
H: 1.557 -0.365 -1.000

---

Entry 6:
Entry from the Open Molecules 2025 dataset: a molecular structure, C3H7CoO2 (the ωB97M-V functional and the def2-TZVPD basis).

Results
HOMO-LUMO gap (alpha / beta) (eV): 8.333 / 6.954
Expectation value of S²: 8.760
Charge: +1
Multiplicity: 6
HOMO level (alpha / beta) (eV): -12.08 / -15.15
LUMO energy (alpha / beta) (eV): -3.74 / -8.20

Atoms and positions in Å:
O: -0.682 -0.209 0.871
C: -1.806 0.500 0.414
H: -1.680 1.587 0.562
H: -1.991 0.317 -0.658
H: -2.675 0.161 0.991
H: 0.701 -0.549 1.792
C: 0.954 -0.508 -1.256
C: 0.680 0.173 0.003
O: 1.535 -0.356 1.007
Co: 2.933 -1.064 -0.212
H: 0.418 -1.464 -1.354
H: 0.885 0.137 -2.139
H: 0.727 1.276 -0.021

---

Entry 7:
Entry from the Open Molecules 2025 dataset: 2 unconnected molecules or ions with the total composition C3H7F (the ωB97M-V functional and the def2-TZVPD basis).

Results
HOMO-LUMO gap (alpha / beta) (eV): 8.502 / 8.503
HOMO level (alpha / beta) (eV): -9.91 / -9.91
LUMO energy (alpha / beta) (eV): -1.41 / -1.41

Atoms and positions in Å:
C: -0.479 1.278 0.096
C: -0.146 -1.306 0.159
C: 0.019 0.063 -0.533
F: 2.385 0.088 -0.004
H: -1.546 1.256 0.032
H: -0.183 1.395 1.146
H: 0.080 2.011 -0.286
H: -1.165 -1.530 0.176
H: 0.237 -1.328 1.114
H: 0.425 -2.149 -0.443
H: 0.372 0.223 -1.456

---

Entry 8:
Entry from the Open Molecules 2025 dataset: 2 unconnected molecules or ions with the total composition C3H7F2N2 (the ωB97M-V functional and the def2-TZVPD basis).

Results
HOMO-LUMO gap (eV): 8.524
Charge: +1
HOMO level (eV): -12.79
LUMO energy (eV): -4.26

Atoms and positions in Å:
C: 1.072 0.697 -0.198
C: -1.020 -1.925 -0.172
C: -1.302 0.289 -0.302
N: 2.044 1.286 0.449
N: -0.152 0.864 0.225
F: 0.052 -2.136 0.539
F: -2.322 0.328 0.564
H: 1.239 -0.123 -1.040
H: -1.867 -1.981 0.353
H: -0.961 -2.292 -1.151
H: -1.505 0.275 -1.374
H: 2.978 1.126 0.126
H: 1.987 1.998 1.083
H: -0.244 1.594 0.896

---

Entry 9:
Entry from the Open Molecules 2025 dataset: a single C3H7FN2O molecule (the ωB97M-V functional and the def2-TZVPD basis).

Results
HOMO-LUMO gap (eV): 10.881
SMILES: N[C@@H](/C=N/O)CF
HOMO level (eV): -9.83
LUMO energy (eV): 1.05

Atoms and positions in Å:
C: 0.534 0.288 0.600
C: 1.630 -0.221 -0.312
C: -0.586 -0.746 0.442
H: -0.463 1.383 -0.844
H: 0.962 2.098 -0.117
H: 0.694 0.427 1.737
H: 2.570 0.143 -0.151
H: 1.194 -0.115 -1.377
H: -0.471 -1.704 0.836
H: -3.402 -0.420 -0.641
N: 0.045 1.650 -0.003
N: -1.613 -0.208 -0.017
O: -2.807 -0.877 -0.086
F: 1.712 -1.697 -0.066

---

Entry 10:
Entry from the Open Molecules 2025 dataset: 2 unconnected molecules or ions with the total composition C3H7FN2O (the ωB97M-V functional and the def2-TZVPD basis).

Results
HOMO-LUMO gap (alpha / beta) (eV): 8.876 / 7.907
HOMO level (alpha / beta) (eV): -9.89 / -9.56
LUMO energy (alpha / beta) (eV): -1.02 / -1.66

Atoms and positions in Å:
C: -0.875 1.237 0.296
C: -0.155 2.571 0.471
C: 0.026 -2.433 -0.160
N: -0.950 -1.883 0.657
N: -0.399 0.199 0.970
O: -1.938 1.188 -0.256
F: 0.944 0.049 1.250
H: 0.870 2.358 0.665
H: -0.473 3.017 1.297
H: -0.361 3.271 -0.364
H: 0.206 -3.535 0.204
H: -0.256 -2.455 -1.270
H: 1.002 -2.121 0.030
H: -1.781 -1.784 0.155

---

Entry 11:
Entry from the Open Molecules 2025 dataset: 2 unconnected molecules or ions with the total composition C3H7FNO (the ωB97M-V functional and the def2-TZVPD basis).

Results
HOMO-LUMO gap (alpha / beta) (eV): 8.483 / 9.150
Charge: +1
HOMO level (alpha / beta) (eV): -13.17 / -13.51
LUMO energy (alpha / beta) (eV): -4.68 / -4.36

Atoms and positions in Å:
C: -3.234 0.025 -0.096
C: -0.790 0.795 0.444
C: 0.400 -0.052 0.241
N: 0.827 -0.188 -1.179
O: -4.072 0.776 -0.370
F: -3.237 -1.192 0.272
H: -1.293 0.891 1.278
H: -0.699 1.743 -0.157
H: 1.328 0.399 0.739
H: 0.361 -1.108 0.635
H: 0.605 0.807 -1.460
H: 0.148 -0.806 -1.727
H: 1.750 -0.561 -1.296

---

Entry 12:
Entry from the Open Molecules 2025 dataset: a single C3H7FO2S molecule (the ωB97M-V functional and the def2-TZVPD basis).

Results
HOMO-LUMO gap (eV): 11.451
HOMO level (eV): -10.73
LUMO energy (eV): 0.73

Atoms and positions in Å:
C: 0.801 0.712 -1.328
C: -1.186 0.813 0.444
C: 0.356 0.511 0.206
O: 0.837 -2.832 1.870
O: 0.731 -0.747 0.707
F: -0.639 -2.734 -0.116
S: -0.088 -1.937 1.326
H: 0.973 -0.188 -1.871
H: 0.044 1.212 -1.792
H: 1.774 1.305 -1.512
H: -1.774 0.101 -0.167
H: -1.506 1.857 0.038
H: -1.416 0.739 1.482
H: 1.093 1.187 0.714

---

Entry 13:
Entry from the Open Molecules 2025 dataset: 2 unconnected molecules or ions with the total composition C3H7FSi (the ωB97M-V functional and the def2-TZVPD basis).

Results
HOMO-LUMO gap (eV): 7.942
HOMO level (eV): -8.96
LUMO energy (eV): -1.02

Atoms and positions in Å:
C: -3.804 -0.468 0.021
C: -2.491 -0.566 0.010
C: 3.613 0.608 0.042
F: 4.750 -0.192 0.089
Si: 2.021 -0.483 -0.087
H: -4.413 -1.024 0.714
H: -4.336 0.169 -0.667
H: -1.958 -1.205 0.695
H: 3.760 1.277 -0.814
H: 3.638 1.210 0.958
H: -1.884 -0.015 -0.690
H: 1.103 0.689 -0.271

---

Entry 14:
Entry from the Open Molecules 2025 dataset: 2 unconnected molecules or ions with the total composition C3H7IN3 (the ωB97M-V functional and the def2-TZVPD basis).

Results
HOMO-LUMO gap (eV): 9.525
Charge: +1
HOMO level (eV): -13.45
LUMO energy (eV): -3.92

Atoms and positions in Å:
C: -1.444 1.195 1.312
C: -0.056 0.767 -0.318
C: 1.015 -1.165 0.891
N: -0.767 0.127 1.691
N: -1.122 1.530 0.073
N: 0.087 -0.104 0.717
I: 0.658 -1.811 -2.984
H: -2.299 1.566 1.978
H: 0.469 1.087 -1.135
H: 1.970 -0.789 0.575
H: 0.896 -1.595 1.862
H: 0.687 -1.801 0.138
H: -1.508 2.121 -0.650
H: 1.416 -1.129 -4.150

---

Entry 15:
Entry from the Open Molecules 2025 dataset: 2 unconnected molecules or ions with the total composition C3H7INO (the ωB97M-V functional and the def2-TZVPD basis).

Results
HOMO-LUMO gap (eV): 7.520
Charge: +1
HOMO level (eV): -13.64
LUMO energy (eV): -6.12

Atoms and positions in Å:
C: 0.520 -2.599 -0.494
C: -0.200 2.537 0.606
C: -0.477 1.021 0.829
N: -0.352 0.086 0.020
O: 0.180 -2.362 -1.708
I: 2.314 -2.085 0.410
H: -1.050 3.011 0.277
H: 0.613 2.566 -0.216
H: 0.047 3.020 1.514
H: -1.068 0.744 1.718
H: -0.189 -3.194 0.041
H: -0.445 -3.118 -2.137
H: 0.108 0.373 -0.861

---

Entry 16:
Entry from the Open Molecules 2025 dataset: a molecular structure, C3H7INS2 (the ωB97M-V functional and the def2-TZVPD basis).

Results
HOMO-LUMO gap (eV): 7.268
Charge: +1
HOMO level (eV): -12.87
LUMO energy (eV): -5.60

Atoms and positions in Å:
C: -0.978 1.673 0.912
C: 1.418 -1.642 0.198
C: -0.028 0.756 0.049
N: -0.855 0.013 -0.853
S: -2.580 1.636 0.569
S: 0.811 -0.301 1.251
I: 3.495 -1.517 -0.302
H: -0.532 2.306 1.593
H: 1.084 -2.447 0.875
H: 0.829 -1.510 -0.832
H: 0.710 1.332 -0.443
H: -0.488 -0.022 -1.810
H: -1.034 -0.934 -0.580
H: -1.854 0.657 -0.627

---

Entry 17:
Entry from the Open Molecules 2025 dataset: a molecular structure, C3H7IO2S (the ωB97M-V functional and the def2-TZVPD basis).

Results
HOMO-LUMO gap (eV): 9.943
HOMO level (eV): -9.62
LUMO energy (eV): 0.32

Atoms and positions in Å:
C: -1.360 1.107 -0.229
C: 0.996 -1.411 -0.824
C: -0.774 0.267 0.830
O: 1.693 -0.464 1.607
O: 1.488 1.056 -0.384
S: 0.989 -0.063 0.402
I: -0.697 1.304 2.653
H: -1.905 2.075 -0.005
H: -0.381 1.462 -0.773
H: -1.867 0.414 -0.992
H: 1.974 -1.551 -1.143
H: 0.664 -2.373 -0.452
H: 0.531 -1.072 -1.787
H: -1.352 -0.751 1.098

---

Entry 18:
Entry from the Open Molecules 2025 dataset: a molecular structure, C3H7InO3 (the ωB97M-V functional and the def2-TZVPD basis).

Results
HOMO-LUMO gap (alpha / beta) (eV): 7.524 / 6.849
Expectation value of S²: 0.758
Charge: +1
Multiplicity: 2
HOMO level (alpha / beta) (eV): -14.17 / -14.17
LUMO energy (alpha / beta) (eV): -6.64 / -7.32

Atoms and positions in Å:
O: 1.082 -0.703 -3.466
In: 0.984 -0.070 -1.706
O: -0.401 1.086 -0.963
C: 0.089 1.557 0.288
C: 0.344 0.296 1.118
O: 0.662 -0.887 0.393
C: -0.476 -1.585 -0.159
H: -0.720 2.117 0.792
H: 0.922 2.272 0.402
H: -0.684 0.103 1.482
H: 0.982 0.440 2.001
H: -0.194 -2.642 -0.281
H: -1.249 -1.636 0.624
H: -1.340 -0.349 -0.525

---

Entry 19:
Entry from the Open Molecules 2025 dataset: 2 unconnected molecules or ions with the total composition C3H7N (the ωB97M-V functional and the def2-TZVPD basis).

Results
HOMO-LUMO gap (alpha / beta) (eV): 3.189 / 7.189
Expectation value of S²: 0.754
Charge: -1
Multiplicity: 2
HOMO level (alpha / beta) (eV): 0.98 / -3.07
LUMO energy (alpha / beta) (eV): 4.17 / 4.12

Atoms and positions in Å:
C: -0.155 1.252 -1.457
C: -1.130 1.640 -0.635
H: 0.266 0.260 -1.342
H: 0.253 1.930 -2.198
H: -1.343 0.999 0.216
H: -1.586 2.610 -0.832
C: 0.822 -1.484 1.568
N: 0.118 -2.423 0.869
H: 0.383 -1.105 2.497
H: 1.706 -0.922 1.239
H: 0.668 -2.757 0.075